# 1
Molecular formula: C4H8N3OS
Method: DFT, ωB97M-V/def2-TZVPD

Values from the calculation:
Total energy (eV): -21620.7698
ΔE to the lowest compared entry with this formula, charge and spin (kcal per mole): 92.0
Net charge: +1
HOMO level (eV): -12.425
E_LUMO (Eh): -0.139
Spin multiplicity: 1
Frontier orbital gap (hartree): 0.3180
SMILES: [NH+]#COCC/N=C(\N)S

Each line ends with the Mulliken charge.
Positions of all 17 atoms, in Å:
N1 2.82 2.26 0.27  -0.13
C1 2.68 1.09 0.19  0.61
O1 2.33 -0.06 0.12  -0.25
C2 1.37 -0.95 -0.62  -0.55
C3 0.04 -1.17 0.08  -0.44
N2 -0.66 0.10 -0.15  -0.42
C4 -1.90 0.12 0.08  0.59
N3 -2.69 -0.82 0.59  -0.42
S1 -2.70 1.62 -0.24  -0.27
H1 3.16 3.04 0.73  0.29
H2 2.08 -1.71 -0.66  0.31
H3 1.30 -0.33 -1.60  0.39
H4 -0.19 -2.05 -0.64  0.29
H5 0.17 -1.43 1.07  0.42
H6 -2.67 -1.75 0.18  0.23
H7 -3.48 -0.41 0.97  0.19
H8 -1.64 2.44 -0.39  0.16


# 2
Molecular formula: C4H8N4
Method: DFT, ωB97M-V/def2-TZVPD

Values from the calculation:
Total energy (eV): -10230.1042
ΔE to the lowest compared entry with this formula, charge and spin (kcal per mole): 187.7
HOMO level (eV): -8.028
E_LUMO (Eh): 0.025
Spin multiplicity: 1
Frontier orbital gap (hartree): 0.3201

Each line ends with the Mulliken charge.
Positions of all 16 atoms, in Å:
C1 1.44 0.05 0.47  -0.25
C2 0.29 0.65 -0.36  -0.29
C3 -2.17 0.30 -0.15  -0.05
C4 -0.06 -0.47 0.62  -0.23
H1 2.18 -1.01 -1.06  0.23
H2 3.69 0.30 -0.39  0.31
H3 1.78 0.78 1.34  0.27
H4 0.21 0.26 -1.47  0.12
H5 -1.17 2.31 -0.20  0.29
H6 -3.13 0.76 -0.02  0.42
H7 -1.10 -2.14 0.52  0.27
H8 -0.64 -0.19 1.37  0.65
N1 2.61 -0.43 -0.35  -0.58
N2 -1.01 1.20 0.02  -0.32
N3 -2.14 -0.93 -0.27  -0.49
N4 -0.80 -1.45 -0.06  -0.35


# 3
Molecular formula: C4H8N4
Method: DFT, ωB97M-V/def2-TZVPD

Values from the calculation:
Total energy (eV): -10235.7236
ΔE to the lowest compared entry with this formula, charge and spin (kcal per mole): 58.1
HOMO level (eV): -9.491
E_LUMO (Eh): 0.033
Spin multiplicity: 1
Frontier orbital gap (hartree): 0.3817
SMILES: [H]/N=C(N)\N=C\N1CC1

Each line ends with the Mulliken charge.
Positions of all 16 atoms, in Å:
H1 -1.70 0.39 -1.83  0.26
N1 -2.28 1.00 -1.21  -0.64
C1 -1.81 0.98 0.01  0.40
N2 -2.60 1.44 1.09  -0.57
N3 -0.49 0.54 0.34  -0.40
C2 -0.16 -0.72 0.24  -0.03
N4 1.18 -1.24 0.44  -0.20
C3 2.30 -0.39 0.45  -0.38
C4 1.98 -1.37 -0.69  -0.45
H2 -3.24 2.19 0.70  0.32
H3 -1.95 2.04 1.73  0.30
H4 -0.93 -1.44 -0.16  0.38
H5 2.29 0.66 0.16  0.30
H6 3.20 -0.78 1.13  0.21
H7 1.69 -0.94 -1.62  0.29
H8 2.51 -2.36 -0.79  0.22


# 4
Molecular formula: C4H8N4
Method: DFT, ωB97M-V/def2-TZVPD

Values from the calculation:
Total energy (eV): -10228.8367
ΔE to the lowest compared entry with this formula, charge and spin (kcal per mole): 216.9
HOMO level (eV): -8.112
E_LUMO (Eh): 0.021
Spin multiplicity: 1
Frontier orbital gap (hartree): 0.3194
SMILES: C1=N\C=N/CCNN/1

Each line ends with the Mulliken charge.
Positions of all 16 atoms, in Å:
C1 1.19 1.13 0.08  0.15
N1 -0.06 1.62 -0.18  -0.67
C2 -1.54 1.11 -0.22  0.05
N2 -2.08 0.04 -0.09  -0.41
C3 -1.41 -1.20 0.14  -0.30
C4 -0.02 -0.74 -0.14  -0.64
N3 1.54 -1.15 -0.12  -0.58
N4 1.99 0.13 -0.14  0.01
H1 1.70 2.12 0.74  0.08
H2 -2.40 1.90 -0.20  0.34
H3 -1.70 -1.50 1.20  0.21
H4 -1.93 -2.10 -0.54  0.23
H5 0.04 -0.18 0.76  0.44
H6 -0.16 -0.01 -0.84  0.46
H7 1.99 -1.60 -0.99  0.28
H8 2.86 0.44 0.54  0.36


# 5
Molecular formula: C4H8N4
Method: DFT, ωB97M-V/def2-TZVPD

Values from the calculation:
Total energy (eV): -10232.7232
ΔE to the lowest compared entry with this formula, charge and spin (kcal per mole): 127.3
HOMO level (eV): -8.638
E_LUMO (Eh): 0.014
Spin multiplicity: 1
Frontier orbital gap (hartree): 0.3316
SMILES: [H]/N=C/N(/C=N/C)N=C

Each line ends with the Mulliken charge.
Positions of all 16 atoms, in Å:
H1 -0.60 3.06 -0.06  0.23
N1 -0.63 2.00 -0.13  -0.54
C1 0.56 1.57 0.11  -0.05
N2 0.68 0.23 -0.16  0.31
C2 -0.39 -0.70 0.08  -0.12
N3 -1.50 -0.53 -0.58  -0.34
C3 -2.61 -0.93 0.25  -0.55
N4 1.97 -0.12 0.35  -0.60
C4 2.36 -1.32 -0.24  -0.39
H2 1.55 1.99 0.41  0.37
H3 -0.41 -1.58 0.88  0.32
H4 -2.18 -1.44 1.13  0.26
H5 -3.50 -1.49 -0.23  0.24
H6 -2.95 0.16 0.73  0.23
H7 3.39 -1.68 0.41  0.26
H8 1.57 -1.86 -0.83  0.37


# 6
Molecular formula: C4H8N4
Method: DFT, ωB97M-V/def2-TZVPD

Values from the calculation:
Total energy (eV): -10231.0252
ΔE to the lowest compared entry with this formula, charge and spin (kcal per mole): 166.4
HOMO level (eV): -7.778
E_LUMO (Eh): 0.018
Spin multiplicity: 1
Frontier orbital gap (hartree): 0.3036

Each line ends with the Mulliken charge.
Positions of all 16 atoms, in Å:
C1 2.00 -1.28 -0.92  -0.86
C2 0.11 0.16 -0.15  0.33
C3 0.63 1.28 0.42  -0.17
C4 -0.43 1.87 0.96  -0.36
H1 2.11 -2.20 -1.86  0.26
H2 2.53 -0.54 -1.51  0.35
H3 2.72 -1.63 -0.02  0.25
H4 1.75 1.41 0.66  0.31
H5 -0.31 2.82 1.65  0.29
H6 -2.31 0.79 1.68  0.37
H7 -2.94 -0.64 -0.59  0.29
H8 -1.13 -1.76 -0.36  0.45
N1 0.46 -0.93 -0.81  -0.51
N2 -1.73 1.28 0.81  -0.29
N3 -1.42 0.33 -0.11  0.11
N4 -2.04 -0.94 0.15  -0.82


# 7
Molecular formula: C4H8N4
Method: DFT, ωB97M-V/def2-TZVPD

Values from the calculation:
Total energy (eV): -10228.4589
ΔE to the lowest compared entry with this formula, charge and spin (kcal per mole): 225.6
HOMO level (eV): -7.996
E_LUMO (Eh): -0.008
Spin multiplicity: 1
Frontier orbital gap (hartree): 0.2854

Each line ends with the Mulliken charge.
Positions of all 16 atoms, in Å:
C1 0.97 2.22 1.00  -0.53
C2 0.17 -0.02 -0.72  0.77
C3 -0.88 -0.03 0.15  -0.39
C4 0.26 -1.57 -1.19  -0.34
H1 1.76 1.31 1.84  0.24
H2 -0.45 2.15 1.14  0.16
H3 1.46 3.62 0.96  0.26
H4 -1.61 0.72 0.69  0.16
H5 -2.55 -1.43 -0.10  0.29
H6 -0.23 -2.45 0.77  0.27
H7 1.22 -2.16 -1.16  0.29
H8 -0.23 -1.88 -2.12  0.19
N1 1.34 1.95 -0.39  -0.47
N2 1.14 0.88 -0.98  -0.21
N3 -1.58 -1.16 0.28  -0.16
N4 -0.77 -2.14 -0.18  -0.54


# 8
Molecular formula: C4H8N4O
Method: DFT, ωB97M-V/def2-TZVPD

Values from the calculation:
Total energy (eV): -12281.4023
ΔE to the lowest compared entry with this formula, charge and spin (kcal per mole): 116.1
HOMO level (eV): -8.847
E_LUMO (Eh): 0.007
Spin multiplicity: 1
Frontier orbital gap (hartree): 0.3321
SMILES: [H]/N=C\C(C)=O.N=C=NN

Each line ends with the Mulliken charge.
Positions of all 17 atoms, in Å:
H1 -2.42 1.60 -0.02  0.32
N1 -1.72 2.21 0.43  -0.61
C1 -0.62 1.60 0.56  -0.31
C2 -0.70 -0.11 0.68  1.00
C3 0.09 -0.57 1.87  -1.30
O1 -1.77 -0.58 0.31  -0.68
H2 0.17 2.11 1.11  0.37
H3 0.34 -1.62 1.73  0.36
H4 1.03 -0.02 1.96  0.35
H5 -0.47 -0.39 2.79  0.36
N2 2.12 0.84 -1.84  -0.48
C4 1.14 0.31 -1.35  0.38
N3 0.55 -0.66 -0.85  0.11
N4 0.29 -1.96 -1.28  -0.67
H6 2.09 1.44 -2.65  0.29
H7 -0.72 -2.08 -1.22  0.27
H8 0.61 -2.11 -2.23  0.25


# 9
Molecular formula: C4H8N4O
Method: DFT, ωB97M-V/def2-TZVPD

Values from the calculation:
Total energy (eV): -12283.7524
ΔE to the lowest compared entry with this formula, charge and spin (kcal per mole): 61.9
HOMO level (eV): -9.069
E_LUMO (Eh): 0.025
Spin multiplicity: 1
Frontier orbital gap (hartree): 0.3583
SMILES: N=C=N[C@H](N)C(=O)CN

Each line ends with the Mulliken charge.
Positions of all 17 atoms, in Å:
N1 -1.06 -2.07 1.43  -0.70
C1 -0.98 -0.95 0.88  0.81
N2 -1.35 0.10 0.35  -0.57
C2 -0.49 1.18 -0.09  0.09
N3 -1.19 2.24 -0.75  -0.64
C3 0.56 0.57 -1.04  0.49
O1 0.65 0.89 -2.20  -0.57
C4 1.43 -0.54 -0.47  -0.46
N4 1.12 -0.84 0.92  -0.58
H1 -1.53 -2.88 1.07  0.22
H2 0.04 1.60 0.78  0.22
H3 -2.05 2.45 -0.25  0.26
H4 -1.40 1.99 -1.71  0.27
H5 2.48 -0.26 -0.64  0.35
H6 1.23 -1.44 -1.06  0.27
H7 1.49 -0.15 1.56  0.21
H8 1.06 -1.88 1.22  0.32


# 10
Molecular formula: C4H8N4O2
Method: DFT, ωB97M-V/def2-TZVPD

Values from the calculation:
Total energy (eV): -14330.7362
ΔE to the lowest compared entry with this formula, charge and spin (kcal per mole): 54.5
HOMO level (eV): -9.757
E_LUMO (Eh): 0.018
Spin multiplicity: 1
Frontier orbital gap (hartree): 0.3766
SMILES: NNC(=O)/C=C\C(=O)NN

Each line ends with the Mulliken charge.
Positions of all 18 atoms, in Å:
N1 -1.99 1.62 -0.51  -0.72
N2 -1.99 0.24 -0.78  0.04
C1 -1.38 -0.75 -0.05  0.28
O1 -1.54 -1.97 -0.31  -0.63
C2 -0.56 -0.35 1.19  -0.27
C3 0.66 0.25 1.26  -0.13
C4 1.43 0.78 0.01  0.30
O2 1.44 1.93 -0.32  -0.59
N3 1.86 -0.19 -0.89  0.07
N4 2.04 -1.51 -0.54  -0.71
H1 -0.98 1.88 -0.42  0.34
H2 -2.48 1.84 0.44  0.28
H3 -2.48 -0.06 -1.56  0.22
H4 -1.10 -0.59 2.12  0.41
H5 1.10 0.50 2.29  0.32
H6 2.20 -0.08 -1.77  0.19
H7 1.12 -1.99 -0.45  0.31
H8 2.64 -1.55 0.29  0.27


# 11
Molecular formula: C4H8NO
Method: DFT, ωB97M-V/def2-TZVPD

Values from the calculation:
Total energy (eV): -7809.1987
⟨S²⟩: 2.024
ΔE to the lowest compared entry with this formula, charge and spin (kcal per mole): 27.1
Net charge: -1
HOMO level (spin up / spin down) (eV): 1.726 / -5.413
E_LUMO (spin up / spin down) (Eh): 0.128 / 0.090
Spin multiplicity: 3
Frontier orbital gap (spin up / spin down) (hartree): 0.0649 / 0.2888

Each line ends with the Mulliken charge.
Positions of all 14 atoms, in Å:
C1 0.30 -2.11 -0.10  -1.44
C2 0.15 -0.78 0.07  0.66
C3 -1.15 -0.11 -0.03  -2.53
C4 1.26 1.43 -0.10  -2.20
N1 1.25 0.02 0.11  0.55
O1 2.55 -0.63 -0.11  -0.48
H1 1.33 -2.49 -0.17  0.37
H2 -0.51 -2.80 -0.11  1.02
H3 -1.23 0.69 0.77  0.10
H4 -1.89 -1.05 -0.08  1.05
H5 -1.13 0.45 -0.95  0.30
H6 2.22 1.90 -0.32  1.04
H7 0.77 1.70 -1.03  0.43
H8 0.77 2.08 0.82  0.15


# 12
Molecular formula: C4H8NO
Method: DFT, ωB97M-V/def2-TZVPD

Values from the calculation:
Total energy (eV): -7805.0231
ΔE to the lowest compared entry with this formula, charge and spin (kcal per mole): 71.0
Net charge: +1
HOMO level (eV): -15.758
E_LUMO (Eh): -0.171
Spin multiplicity: 1
Frontier orbital gap (hartree): 0.4084
SMILES: C/C=[N+]1/C[C@H]1O

Each line ends with the Mulliken charge.
Positions of all 14 atoms, in Å:
C1 -1.00 1.49 0.74  -0.98
C2 -0.89 0.08 0.91  0.16
N1 0.03 -0.68 0.33  -0.12
C3 1.08 -1.82 -0.30  -0.22
C4 1.01 -0.33 -0.67  -0.07
O1 0.52 0.25 -1.79  -0.50
H1 -1.19 1.77 -0.29  0.35
H2 0.00 1.82 0.79  0.38
H3 -1.80 2.02 1.43  0.30
H4 -1.47 -0.47 1.73  0.39
H5 1.71 -2.21 0.49  0.27
H6 0.50 -2.41 -0.89  0.28
H7 1.88 0.39 -0.32  0.37
H8 -0.38 0.11 -2.16  0.36